No. 1
88
Properties=species:S:1:pos:R:3:forces:R:3:mulliken_charge:R:1 method="wB97M-V/def2-TZVPD" smiles="CCOC(C)=O.CCOC(C)=O.CC(C)=O.CC(C)=O.CC(C)=O.CC(C)=O.CC(C)=O.CC(C)=O" mol_weight_g_mol=524.7 orbital_gap_ev=9.65 e_lumo_ev=0.312 de_lowest_ev=12.847 fmax_ev_per_a=10.7 homo_energy_ev=-9.33 total_energy_ha=-1773.77099
C 17.2300 30.6410 11.3820 -2.056 1.015 0.381 -1.21
C 16.1010 30.7590 10.3780 0.436 -2.179 -2.978 0.19
O 14.8590 31.0800 10.9720 -0.347 -0.079 0.155 -0.28
C 13.8440 31.4950 10.1430 0.684 -1.288 3.432 0.94
C 12.6120 31.7790 10.9380 8.428 1.547 4.057 -1.57
O 13.8690 31.4950 8.9680 0.730 0.232 -2.484 -0.54
H 18.2190 30.4720 11.0140 0.320 -0.160 -0.504 0.44
H 16.9530 29.9650 12.1560 0.155 -0.978 0.529 0.29
H 17.1420 31.6020 11.8680 0.713 0.499 0.412 0.31
H 16.2740 31.5680 9.7140 0.684 0.810 -0.799 0.18
H 16.0130 29.8460 9.6110 -0.045 1.497 1.904 -0.08
H 12.3570 32.5730 10.5090 -3.551 6.613 -2.861 0.23
H 12.8070 31.7950 11.9900 0.209 0.604 0.546 0.34
H 12.1470 31.0090 10.7990 -6.316 -8.175 -1.811 0.72
C 20.9570 35.4250 7.8510 -2.199 2.414 -6.181 -1.26
C 20.3250 34.1500 8.0900 1.837 -3.130 0.277 -0.11
O 19.0180 33.9440 7.4390 1.484 -0.323 0.545 -0.30
C 18.4640 32.6750 7.3870 -0.636 1.575 0.728 0.83
C 17.1200 32.6910 6.7780 1.696 2.589 -3.272 -1.33
O 18.9240 31.6800 7.8230 1.645 -1.034 0.783 -0.53
H 20.1010 36.0710 7.7300 -0.072 1.557 1.577 0.33
H 21.1020 35.5740 6.6790 0.843 -0.874 1.906 0.26
H 21.8360 35.7300 8.3530 0.379 0.187 0.855 0.38
H 21.1650 33.4390 7.8870 -1.467 -0.639 -0.782 0.27
H 20.3640 34.0730 9.1440 -1.531 -0.479 1.482 0.32
H 17.2490 33.2030 5.7660 -0.694 0.339 1.514 0.33
H 16.2690 32.9300 7.3210 -1.128 1.558 1.339 0.33
H 16.8430 31.7910 6.4220 -0.221 -3.779 -0.712 0.50
C 7.9240 30.9700 12.9660 -4.779 1.351 2.340 -1.11
C 8.3640 32.0800 13.8550 2.169 -0.567 6.454 0.65
C 9.2560 33.0940 13.1940 3.030 -1.683 4.542 -0.58
O 8.2570 32.1080 15.1920 -0.250 -0.434 -7.138 -0.62
H 7.9700 31.1120 11.9420 0.143 1.036 -1.995 0.36
H 6.8110 30.7790 13.2620 1.754 0.092 -0.657 0.29
H 8.3980 30.0860 13.1140 1.722 -2.601 1.105 0.32
H 10.2690 32.6220 12.8640 -1.979 0.630 0.316 0.03
H 9.4600 33.7970 14.0460 -0.140 0.006 -1.410 0.32
H 8.6690 33.3570 12.4360 -1.603 2.171 -3.633 0.36
C 13.5490 25.6180 6.4290 -1.865 -3.650 6.131 -1.32
C 13.1280 26.4220 7.7150 -1.393 0.620 1.893 0.71
C 13.7260 27.9120 7.7320 0.276 -1.295 -2.228 -0.96
O 12.3870 26.0210 8.6710 3.105 1.248 -4.103 -0.56
H 14.5830 25.5710 6.2980 1.809 -0.418 0.292 0.39
H 13.2410 26.2030 5.7110 -2.189 2.648 -4.243 0.45
H 13.0140 24.5920 6.5440 1.154 1.752 -0.752 0.28
H 13.2950 28.4990 8.4930 -0.909 0.827 0.573 0.32
H 13.9830 28.5000 6.7340 -1.327 -1.439 1.799 0.32
H 14.7150 27.7250 8.0630 1.357 -0.286 0.623 0.32
C 13.9110 28.5160 13.0630 0.114 -2.018 -0.894 -0.92
C 12.9250 27.8830 12.1940 -6.917 1.938 -3.491 0.89
C 12.9700 26.3780 11.7630 7.765 3.096 6.601 -1.24
O 11.8560 28.6340 11.7720 6.025 -4.001 2.292 -0.60
H 14.6730 27.9260 13.4690 0.354 -1.940 1.454 0.51
H 13.4710 29.1520 13.7140 -1.452 1.778 2.282 0.40
H 14.6070 29.0760 12.5710 1.240 2.244 -2.458 -0.06
H 13.0410 25.7560 12.7110 -0.910 0.435 -1.343 0.31
H 14.1140 26.2440 11.4180 -1.920 0.384 0.722 0.26
H 12.5390 26.1380 10.9500 -4.299 -1.820 -5.136 0.51
C 11.8740 35.8190 9.8230 3.128 1.179 -0.129 -0.46
C 11.0470 36.9710 10.3080 2.835 6.293 1.461 0.79
C 9.9850 36.6140 11.2720 2.151 3.245 2.101 -1.28
O 11.3980 38.2680 10.1530 -1.899 -7.293 0.081 -0.61
H 12.7510 36.2730 9.2510 -0.730 -0.598 1.146 0.38
H 11.4840 35.1950 9.0960 -1.734 -1.015 -1.490 -0.18
H 12.2190 35.0430 10.5820 -0.445 1.541 -0.380 0.21
H 9.4470 37.4530 11.6920 0.151 0.318 -0.047 0.36
H 10.2260 35.9250 12.0500 0.943 -0.365 0.599 0.35
H 9.3820 36.0900 10.7300 -4.388 -3.337 -3.320 0.40
C 11.0420 32.7610 7.5110 0.451 3.937 0.899 -0.83
C 9.7530 33.2480 8.2680 1.462 0.123 5.609 0.82
C 8.6590 34.0820 7.5190 6.920 5.654 3.069 -1.59
O 9.7060 33.0430 9.5720 -0.279 0.980 -6.384 -0.43
H 11.6750 32.0810 7.9910 0.295 -1.213 1.371 0.02
H 11.8610 33.6160 7.2500 -2.409 -1.363 0.537 0.20
H 10.7390 32.3590 6.6210 -0.661 -0.960 -2.599 0.56
H 8.0790 33.4560 7.1400 -4.644 -5.447 -4.839 0.65
H 9.1430 34.9610 6.8610 -1.196 -2.472 1.095 0.25
H 7.9670 34.5280 8.1910 0.022 0.772 1.267 0.39
C 19.9630 29.4260 16.4930 -2.102 0.054 2.068 -0.98
C 19.4040 30.0360 15.2230 -3.303 -5.682 -4.900 0.83
C 19.8620 31.4040 14.9180 -1.918 1.734 1.527 -1.15
O 18.6670 29.2930 14.3600 3.777 4.394 4.775 -0.55
H 21.0210 29.1050 16.4610 -0.165 1.383 0.069 0.30
H 19.5280 28.4630 16.9310 -0.237 1.253 -1.411 0.29
H 19.5570 30.2470 17.2420 1.945 -1.514 -0.736 0.27
H 19.5900 31.8630 14.0160 -0.123 -0.514 -2.085 0.32
H 20.8960 31.4750 15.0990 1.352 0.244 0.272 0.36
H 19.3390 32.2190 15.5220 0.736 -1.357 0.395 0.31

No. 2
99
Properties=species:S:1:pos:R:3:forces:R:3:mulliken_charge:R:1 method="wB97M-V/def2-TZVPD" charge=+2 mol_weight_g_mol=897.6 orbital_gap_ev="6.90 / 6.90" e_lumo_ev="-4.809 / -4.811" fmax_ev_per_a=1.8 homo_energy_ev="-11.71 / -11.71" total_energy_ha=-3534.26089
Ta -0.1671 0.8301 0.2695 -0.160 1.721 0.360 -0.72
C 0.7674 -3.9771 -3.7799 0.127 0.008 -0.007 -1.33
C -0.4384 -3.0727 -3.8628 -0.009 0.101 0.157 0.46
C -0.2055 -1.7897 -4.6216 0.062 0.084 -0.039 -0.86
O -0.9276 -2.7899 -2.4863 0.300 0.029 -0.753 -0.21
P -0.4662 -1.8001 -1.3965 -0.417 0.316 0.401 -0.37
O -0.6664 -0.3127 -1.6190 0.260 -1.111 0.238 0.06
C 1.2692 -2.0873 -0.9344 0.146 -0.119 0.107 -0.64
P 1.7119 -1.4043 0.6903 -0.539 0.278 0.063 -0.07
O 0.4927 -0.8466 1.4414 0.220 0.355 -1.310 -0.67
O 2.4234 -2.5524 1.4064 0.231 -0.341 0.228 -0.36
C 3.0376 -2.5986 2.7720 -0.105 0.003 0.068 0.79
C 2.6537 -1.3986 3.6089 -0.047 0.064 -0.017 -1.17
C 2.6018 -3.9131 3.3598 -0.016 -0.108 0.093 -1.63
O 2.5705 -0.1065 0.5349 0.337 -0.042 -0.292 0.25
C 3.8601 0.1059 -0.1829 -0.092 -0.180 0.132 0.89
C 4.8532 -0.9744 0.1786 0.097 -0.015 -0.032 -1.45
C 4.3124 1.4813 0.2285 0.037 0.121 0.075 -1.32
O -1.3350 -2.1963 -0.1823 -0.268 -0.186 0.350 0.14
C -1.8664 -3.4786 0.3345 0.148 0.208 -0.090 0.50
C -0.7955 -4.5452 0.3346 0.020 -0.076 -0.053 -0.92
C -3.1166 -3.8383 -0.4281 -0.048 -0.070 -0.043 -1.42
H 0.9615 -4.4045 -4.7642 0.004 0.017 0.019 0.51
H 0.5940 -4.8016 -3.0871 -0.008 0.012 -0.037 0.33
H 1.6637 -3.4283 -3.4783 -0.053 -0.022 0.001 0.23
H -1.2782 -3.6107 -4.2930 -0.071 -0.062 0.042 0.37
H 0.5498 -1.1622 -4.1395 -0.018 -0.072 -0.013 0.11
H -1.1301 -1.2208 -4.7257 0.024 -0.031 0.015 0.13
H 0.1550 -2.0406 -5.6206 -0.033 0.023 0.011 0.53
H 1.8981 -1.5957 -1.6866 -0.035 -0.090 0.026 0.78
H 1.4521 -3.1637 -0.9177 0.065 0.037 0.002 0.86
H 4.1074 -2.6046 2.5781 0.034 0.011 -0.117 0.22
H 1.5927 -1.4190 3.8626 0.031 0.000 -0.020 0.26
H 2.8746 -0.4547 3.1059 0.017 -0.039 0.032 0.15
H 3.2294 -1.4292 4.5347 -0.007 -0.034 -0.015 0.51
H 1.5344 -3.9003 3.5914 0.047 0.003 -0.022 0.33
H 3.1530 -4.0894 4.2847 -0.039 -0.003 -0.013 0.48
H 2.8116 -4.7360 2.6771 0.014 0.021 0.027 0.39
H 3.6166 0.0699 -1.2418 -0.050 -0.022 -0.018 0.11
H 5.0860 -0.9564 1.2458 -0.020 0.025 -0.050 0.24
H 5.7767 -0.7785 -0.3688 -0.008 -0.027 0.042 0.53
H 4.5157 -1.9745 -0.0987 -0.009 0.041 -0.012 0.39
H 4.5567 1.4982 1.2930 -0.012 0.015 -0.039 0.34
H 3.5339 2.2166 0.0308 0.006 -0.012 0.009 0.12
H 5.2096 1.7520 -0.3300 -0.020 -0.012 0.010 0.46
H -2.1213 -3.2112 1.3569 -0.006 0.041 0.065 0.34
H -0.5012 -4.8140 -0.6831 -0.013 0.009 0.028 0.11
H -1.1920 -5.4445 0.8069 0.002 0.011 -0.006 0.58
H 0.0857 -4.2375 0.9022 -0.039 0.019 -0.006 0.06
H -2.8892 -4.1250 -1.4548 0.003 -0.002 0.027 0.24
H -3.8144 -3.0012 -0.4370 0.019 -0.008 0.017 0.32
H -3.6005 -4.6814 0.0671 -0.005 0.013 -0.025 0.51
C -2.7287 1.1956 -3.6889 -0.088 0.058 0.134 -0.69
N -3.4657 1.6040 -2.4990 -0.003 -0.172 -0.304 0.25
C -4.8302 1.4490 -2.3309 0.176 -0.040 -0.098 -0.56
C -5.1402 2.0276 -1.1534 0.221 0.044 0.269 -0.61
N -3.9760 2.5301 -0.6048 -0.228 0.370 0.030 0.19
B -3.9596 3.5346 0.5968 -0.019 -0.112 0.116 0.02
N -3.2891 2.9060 1.9067 -0.151 0.256 -0.142 0.44
C -3.2878 3.6667 3.0646 -0.079 -0.074 -0.299 -0.87
C -2.6897 2.9534 4.0390 0.108 -0.230 0.006 -0.41
N -2.3155 1.7508 3.4695 0.098 -0.175 0.288 0.47
C -1.6737 0.6437 4.1768 -0.094 0.185 -0.068 -0.75
C -2.6906 1.7489 2.1717 -0.069 0.020 0.129 -0.28
S -2.4167 0.3802 1.1138 0.224 0.091 -0.063 -0.43
C -2.9695 2.2667 -1.4407 -0.322 0.004 0.190 -0.19
S -1.3160 2.7088 -1.2013 -0.063 -0.307 -0.092 -0.46
H -3.3878 0.5782 -4.2938 0.019 -0.020 -0.001 0.33
H -1.8474 0.6305 -3.4024 0.026 0.007 0.052 -0.02
H -2.4404 2.0704 -4.2697 0.001 0.025 -0.015 0.29
H -5.4450 0.9571 -3.0640 0.041 0.008 0.003 0.50
H -6.0872 2.1317 -0.6541 0.045 0.033 -0.007 0.55
H -3.3252 4.5225 0.2971 -0.051 -0.186 0.053 0.03
H -5.1127 3.7691 0.8700 0.188 0.002 -0.010 -0.18
H -3.7261 4.6499 3.0871 0.007 -0.047 -0.022 0.54
H -2.5166 3.1761 5.0778 0.013 -0.025 -0.028 0.50
H -1.2551 1.0352 5.1003 0.002 -0.007 0.022 0.32
H -0.8795 0.2244 3.5654 0.033 0.027 -0.037 0.17
H -2.3953 -0.1358 4.4126 -0.048 0.008 -0.018 0.32
N 1.1458 3.7318 -2.8667 0.129 0.022 -0.573 -0.06
C 1.6606 2.4652 -3.4978 -0.045 0.413 -0.103 -1.01
C 1.6624 1.3649 -2.4407 -0.250 0.132 0.097 0.70
O 1.9631 0.2457 -2.8152 0.096 -0.088 0.151 -0.66
O 1.3449 1.7869 -1.2695 -0.025 -0.750 0.304 -0.33
H 0.1814 3.9400 -3.1309 -0.014 -0.046 0.044 0.42
H 1.7332 4.5442 -3.0418 0.000 0.004 -0.036 0.42
H 1.1207 3.4961 -1.8657 0.017 -0.034 0.431 0.02
H 2.6683 2.6373 -3.8660 0.016 -0.024 -0.026 0.36
H 1.0244 2.1724 -4.3274 -0.017 0.043 -0.018 0.35
C 1.5679 2.6347 3.6113 -0.130 -0.050 -0.123 -1.13
O 1.0270 1.8295 2.5513 0.211 -0.037 0.278 0.71
C 0.2588 2.3531 1.5584 -0.118 -0.389 -0.170 1.90
C -0.0334 3.8102 1.6597 0.059 0.121 -0.027 -1.82
H 2.0534 3.5259 3.2203 0.030 0.027 0.007 0.37
H 2.3004 2.0091 4.1112 0.010 -0.025 0.029 0.25
H 0.7878 2.9172 4.3179 -0.014 0.034 0.030 0.29
H -0.2921 4.0835 2.6861 -0.023 0.013 -0.046 0.51
H -0.8535 4.0875 1.0048 -0.001 0.011 0.006 0.29
H 0.8461 4.4033 1.3784 -0.021 -0.019 0.040 0.45

No. 3
92
Properties=species:S:1:pos:R:3:forces:R:3:mulliken_charge:R:1 method="wB97M-V/def2-TZVPD" smiles="CC(C)C[C@H](C)CO[C@@H](C#N)CC#N.CNC(C)=O.CNC(C)=O.CNC(C)=O.CNC(C)=O.CNC(C)=O" mol_weight_g_mol=559.8 orbital_gap_ev=9.37 e_lumo_ev=0.173 fmax_ev_per_a=12.1 homo_energy_ev=-9.20 total_energy_ha=-1856.98269
C 6.9925 -1.2074 3.4385 0.746 -0.330 -0.446 -1.24
C 6.5188 -1.3842 1.8494 1.021 1.449 -0.228 0.53
C 7.4778 -0.3042 1.0055 -0.704 0.296 -0.335 -1.09
C 4.9707 -0.9257 1.5694 -0.237 -0.136 0.426 -1.13
C 3.8247 -1.8765 2.2527 -0.466 -0.500 -0.345 0.63
C 4.1059 -3.4882 2.1599 -0.504 -0.652 0.818 -1.26
C 2.4092 -1.6078 1.4031 1.314 0.025 -0.551 -0.60
O 1.2440 -1.4034 2.2773 -0.439 0.904 -2.189 -0.33
C 0.2269 -0.5349 1.6653 -0.827 0.563 0.622 0.30
C -1.2696 -1.2669 1.5254 -7.637 -3.602 -0.583 -0.05
N -2.4523 -1.8040 1.4220 11.015 4.984 0.938 -0.53
C 0.1053 0.8063 2.6452 -1.087 -1.167 0.477 0.06
C -0.7630 0.3414 3.9861 -3.237 -3.514 6.270 0.16
N -1.3548 -0.1765 5.0160 5.343 4.816 -9.349 -0.49
H 8.1177 -0.8245 3.4159 -2.399 -0.897 0.136 0.40
H 7.0052 -2.2267 4.0177 -0.299 2.024 -1.011 0.27
H 6.3759 -0.3925 4.0133 0.998 -1.677 -1.192 0.27
H 6.7997 -2.4468 1.4092 -0.961 2.092 1.193 0.30
H 6.7616 0.2542 0.2470 1.707 -1.151 1.256 0.29
H 8.3449 -0.8625 0.4080 -1.857 1.381 1.419 0.25
H 7.9086 0.5504 1.7144 -0.797 -2.028 -1.529 0.30
H 4.7453 -0.8356 0.4054 0.691 -0.379 2.367 0.37
H 4.8154 0.1631 2.0186 0.441 -2.164 -0.964 0.26
H 3.7048 -1.6151 3.3977 0.046 -0.390 -2.412 0.23
H 3.0680 -4.0235 2.4087 2.249 1.108 -0.617 0.36
H 4.4677 -3.8747 1.1164 -0.700 0.964 1.848 0.27
H 4.8599 -3.9006 2.9795 -1.430 1.125 -1.767 0.28
H 2.6006 -0.6419 0.7439 -0.603 -1.908 1.276 0.28
H 2.2535 -2.5499 0.6880 0.140 2.074 1.455 0.18
H 0.4841 -0.1430 0.5935 -0.386 -1.062 1.924 0.45
H 1.1818 1.1094 2.9944 -2.223 -0.606 -0.683 0.33
H -0.4138 1.6756 2.0399 0.963 -1.725 1.737 -0.10
C -1.5474 -3.0080 -4.5201 0.188 0.052 -0.238 -0.77
N -1.1212 -2.0002 -3.5785 -0.340 0.372 0.764 -0.08
C -1.8056 -1.5029 -2.5086 0.756 0.429 0.061 0.48
C -3.1815 -2.0441 -2.2382 -0.259 0.084 0.199 -1.31
O -1.2915 -0.6381 -1.8009 -0.146 -0.220 -0.161 -0.66
H -0.8312 -3.8324 -4.4815 -0.275 -0.071 -0.255 0.19
H -1.5333 -2.5659 -5.5193 -0.085 -0.405 0.048 0.27
H -2.5476 -3.3845 -4.3030 0.160 0.161 0.116 0.35
H -0.2027 -1.5878 -3.6965 -0.269 -0.122 -0.014 0.19
H -3.6008 -1.5531 -1.3554 0.269 -0.067 -0.156 0.40
H -3.8362 -1.8422 -3.0901 0.020 -0.198 0.008 0.50
H -3.1287 -3.1187 -2.0441 -0.125 0.057 -0.125 0.41
C -3.2692 5.5775 0.8829 -0.134 0.091 0.386 -0.93
N -2.2758 5.0158 1.7669 0.950 -0.589 -0.203 -0.03
C -1.1416 4.3344 1.4358 -0.419 0.338 0.737 0.95
C -0.8495 4.1176 -0.0226 0.183 -0.145 -0.165 -1.49
O -0.3958 3.9193 2.3216 -0.020 -0.021 -0.302 -0.68
H -3.3250 6.6518 1.0748 -0.190 -0.023 -0.218 0.28
H -4.2324 5.1193 1.1206 -0.069 0.169 -0.247 0.30
H -3.0352 5.4074 -0.1686 0.030 -0.023 0.216 0.37
H -2.4048 5.1221 2.7668 -0.108 0.147 -0.034 0.13
H 0.0858 3.5607 -0.1295 -0.203 0.138 0.139 0.31
H -1.6530 3.5360 -0.4820 0.057 0.165 -0.114 0.39
H -0.7385 5.0805 -0.5283 -0.127 -0.144 -0.090 0.45
C -0.6185 8.9004 6.1758 -0.227 0.347 -0.149 -0.81
N -1.6814 8.2405 5.4555 -0.255 -0.683 -0.163 -0.16
C -1.9028 6.9015 5.3196 -0.570 0.142 -0.408 0.76
C -0.9434 5.9567 5.9875 0.013 -0.270 0.021 -1.26
O -2.8651 6.5032 4.6652 0.410 0.075 0.105 -0.69
H -1.0712 9.5392 6.9380 0.310 0.029 0.098 0.28
H -0.0646 9.5221 5.4681 0.202 0.029 0.252 0.28
H 0.0636 8.1945 6.6510 -0.198 0.067 -0.138 0.32
H -2.3684 8.8132 4.9784 0.191 -0.145 0.139 0.24
H -1.2489 4.9251 5.7903 -0.007 0.309 -0.044 0.27
H 0.0634 6.1019 5.5871 -0.024 -0.017 0.186 0.36
H -0.9511 6.1191 7.0686 0.178 0.008 -0.084 0.41
C -6.9238 -5.4437 -2.5803 -0.036 -0.312 -0.318 -0.81
N -7.2104 -4.6765 -3.7690 -0.059 0.574 -0.149 -0.17
C -7.3462 -3.3245 -3.8872 -0.223 0.089 -1.094 0.78
C -7.1852 -2.4885 -2.6485 -0.001 0.251 0.090 -1.05
O -7.5931 -2.8274 -4.9849 0.164 -0.224 0.692 -0.66
H -5.9995 -6.0011 -2.7513 -0.025 -0.074 0.328 0.26
H -7.7448 -6.1479 -2.4251 0.155 -0.056 0.292 0.29
H -6.8114 -4.8155 -1.6959 -0.035 -0.048 -0.230 0.32
H -7.3324 -5.1720 -4.6449 0.031 0.141 0.244 0.22
H -7.3209 -1.4326 -2.8995 0.011 -0.313 -0.081 0.25
H -7.9398 -2.7680 -1.9086 0.205 0.008 0.083 0.40
H -6.1808 -2.6200 -2.2373 -0.161 -0.026 0.166 0.17
C 3.7431 -1.9800 -5.7947 -0.087 0.434 -0.101 -0.82
N 2.3653 -2.1379 -6.1952 -0.475 -0.475 0.014 -0.16
C 1.6250 -3.2828 -6.2352 -0.800 0.426 -0.427 0.80
C 2.2876 -4.5660 -5.8183 -0.062 -0.265 0.032 -1.37
O 0.4526 -3.2415 -6.6050 0.819 -0.108 0.105 -0.65
H 3.7744 -1.2794 -4.9567 0.319 -0.095 0.011 0.28
H 4.2948 -1.5570 -6.6378 0.254 -0.069 0.196 0.28
H 4.2013 -2.9239 -5.4971 -0.178 0.146 -0.079 0.32
H 1.8515 -1.3152 -6.4900 0.155 -0.212 0.044 0.24
H 1.5740 -5.3905 -5.9031 0.082 0.307 -0.034 0.32
H 3.1385 -4.7763 -6.4716 0.039 -0.013 0.209 0.43
H 2.6141 -4.4966 -4.7773 0.157 -0.068 -0.126 0.35